13
Properties=species:S:1:pos:R:3:forces:R:3 method="wB97M-V/def2-TZVPD" e_lumo_ev=0.86 e_above_lowest_kj_mol=301.0
C 0.054377 0.402171 1.547381 -0.783 -2.307 -3.421
C 0.157079 -1.444817 -0.951961 -2.821 0.963 -0.228
C -0.637139 -0.273799 -0.373766 -1.523 2.586 3.244
N 0.647718 1.546612 1.408553 1.227 3.489 0.511
O -0.013181 -0.271163 2.506419 -0.798 -1.294 1.541
O -0.531422 0.911365 -1.234207 0.329 -2.434 -0.165
H 1.152036 -1.342602 -0.652170 1.561 -0.484 0.466
H -0.372715 -2.379152 -0.751778 0.657 -0.042 0.299
H 0.087457 -1.293127 -2.034193 0.249 -0.356 -0.170
H -1.789403 -0.382169 -0.066024 2.684 -0.300 -0.868
H 0.684216 1.896812 0.471264 -0.067 0.456 -0.239
H 0.916769 2.197588 2.215714 -0.567 -1.708 -1.627
H -0.355795 0.432281 -2.085231 -0.146 1.432 0.657